DFT (wB97M-V/def2-TZVPD) results for a molecular structure, C33H37CdClO2Si2.

Cartesian coordinates (Å):
H 2.68698 2.37905 -8.32782
H -0.26973 -2.68929 1.53232
C 2.84804 -1.35760 0.48722
C 1.06244 3.59622 -9.16628
Si 1.53512 0.42678 -4.56725
C -0.98041 -2.20595 -0.52534
H 2.54364 -1.49965 1.54262
H 0.42020 -4.41135 -3.42031
H 4.00044 1.20949 -0.19203
H 2.51499 -2.43646 -6.15235
H 1.83455 3.38194 -5.28906
H -2.09825 5.10765 -5.08497
C -1.53917 -1.03583 -1.10254
C -1.08706 1.94632 -4.26500
C 3.13869 1.03752 0.48044
H 3.48074 0.90752 1.52799
C -0.68642 -1.94522 0.82725
H -1.35735 -0.37252 -5.68064
C 0.70927 1.58362 -7.92594
H 0.47122 -0.46802 -9.41179
H -2.30769 0.84545 -0.07803
H 0.42933 -4.76225 -9.13274
H 2.62104 3.03694 1.05980
C -1.64187 -0.03455 -0.04496
O 2.39268 -0.09167 0.00595
H -1.33225 1.02921 -7.42709
C -0.32864 3.76960 -9.21378
C -1.43014 4.25761 -4.92987
C -1.20173 2.84641 -8.61217
H 1.09609 0.88621 2.63744
H 2.35619 -2.11590 -0.13675
C 0.37663 -1.19813 -4.61001
C -1.15638 -3.60249 -4.61494
H -1.70325 -4.54300 -4.70868
H -2.52696 -2.50172 -5.85626
C -1.92967 3.04617 -4.45439
C 0.71271 -1.39525 -8.89481
H -1.55210 1.02096 -3.89529
C 0.72275 1.84718 2.22474
H 1.23986 2.67560 2.74114
C 0.28093 2.02273 -4.60078
C -0.68857 1.73640 -7.95225
C -0.07399 4.35459 -5.23398
H 1.66745 -2.32600 -3.22111
C 0.03096 -3.51078 -3.89124
O 0.88309 1.93917 0.79906
H -0.86541 -3.17424 -1.03780
H -2.98814 2.96031 -4.22014
H 2.15394 2.60986 -0.60762
H -1.14430 -0.20107 2.15301
Cd 0.19709 0.47840 -1.33116
H -0.74305 4.63413 -9.74767
H 2.48975 0.83131 -5.76951
C -1.12297 -0.63435 1.14542
H 1.80293 -4.65419 -7.05490
C -0.90918 -1.24706 -5.18987
H -0.20814 -2.66709 -10.34393
H 0.30348 5.30100 -5.61486
C 0.76120 -2.31801 -3.84349
C -1.62302 -2.45323 -5.24958
Cl 3.56839 0.17004 -3.78836
H -0.36581 1.92440 2.38589
C 1.39043 -1.34928 -7.66543
H 1.06462 0.45052 -3.07123
C 1.61472 2.51138 -8.48002
H 3.94812 -1.49303 0.43443
H -2.03245 -1.00351 -2.07072
C 2.23549 2.24745 0.41646
C 1.87754 -2.50671 -7.03388
Si 1.29332 0.23823 -6.82481
C 0.77706 3.26453 -5.02572
C 1.50537 -3.73501 -7.55979
C 0.73250 -3.79374 -8.72842
C 0.36097 -2.63235 -9.41596
H -2.28105 2.98486 -8.65133
H 1.73701 4.31495 -9.64335

Computed properties:
F_max	3.92	eV Å⁻¹
electronic energy	-2636.85088	a.u.
E_HOMO	-5.663	eV
orbital gap	5.51	eV

Charge distribution, Mulliken scheme, values in e:
1 H 0.42
2 H 0.45
3 C -0.90
4 C -0.59
5 Si 1.29
6 C -0.45
7 H 0.30
8 H 0.44
9 H 0.37
10 H 0.42
11 H 0.30
12 H 0.38
13 C -0.65
14 C 0.12
15 C -0.42
16 H 0.38
17 C -1.01
18 H -0.04
19 C 0.53
20 H 0.38
21 H 0.60
22 H 0.35
23 H 0.47
24 C -1.00
25 O -0.03
26 H 0.34
27 C -0.47
28 C -0.59
29 C -0.81
30 H 0.27
31 H 0.18
32 C 1.25
33 C -0.77
34 H 0.43
35 H 0.38
36 C -0.90
37 C -0.70
38 H 0.24
39 C -0.81
40 H 0.36
41 C 0.78
42 C 0.42
43 C -0.47
44 H 0.22
45 C -0.64
46 O -0.35
47 H 0.45
48 H 0.41
49 H 0.16
50 H 0.54
51 Cd 1.22
52 H 0.37
53 H -0.15
54 C -0.33
55 H 0.39
56 C 0.00
57 H 0.41
58 H 0.42
59 C -0.73
60 C -0.81
61 Cl -0.42
62 H 0.24
63 C 0.90
64 H -0.76
65 C -0.65
66 H 0.32
67 H 0.73
68 C -0.78
69 C -0.64
70 Si -0.44
71 C -0.54
72 C -0.39
73 C -0.60
74 C -0.54
75 H 0.40
76 H 0.36